Entry 1:
Entry from OMol25: an isolated molecule of C4H5FO2 (the ωB97M-V functional and the def2-TZVPD basis).

Calculated values
DFT total energy (eV): -11037.3813
Spin multiplicity: 1
Structure (SMILES): F/C=C1\COCO1
F_max (eV Å⁻¹): 5.2

Atoms and positions in Å:
F  -1.8632  -1.9843  0.4847
C  -1.3850  -1.1846  -0.6465
C  -0.5414  -0.1932  -0.3779
C  0.5133  -0.6454  0.7544
O  1.4686  0.4812  0.5729
C  0.8494  1.5312  -0.1802
O  0.0408  0.7505  -1.1491
H  -2.1989  -0.9413  -1.4391
H  1.0782  -1.7121  0.6649
H  -0.0561  -0.4696  1.7907
H  1.8422  2.0043  -0.6134
H  0.2522  2.3633  0.1386

Cartesian forces (eV/Å) of the 3 atoms listed first:
F 1.439 1.326 -2.602
C -4.415 1.522 -0.245
C 3.595 -3.454 1.336

=====

Entry 2:
Entry from OMol25: a structure of composition C25H16F5N2O2PSSeY (the ωB97M-V functional and the def2-TZVPD basis).

Calculated values
DFT total energy (eV): -133354.6800
Spin multiplicity: 1
F_max (eV Å⁻¹): 0.6
Charge: +1

Atoms and positions in Å:
Y  0.1399  0.4656  -2.5087
O  2.4835  0.4730  -3.7445
N  2.4809  0.1460  -2.3857
C  3.5282  0.3486  -1.6954
C  3.6778  0.0463  -0.2747
C  5.0083  -0.0744  0.1362
C  5.3364  -0.4621  1.4234
C  4.3250  -0.7468  2.3225
C  2.9984  -0.6100  1.9357
C  2.6445  -0.1884  0.6569
P  0.8609  0.0613  0.3328
C  0.3224  1.4948  1.3069
C  -0.7999  2.1690  0.8258
C  -1.3732  3.1949  1.5615
C  -0.8152  3.5685  2.7746
C  0.3177  2.9205  3.2462
C  0.8819  1.8830  2.5221
C  0.1129  -1.3875  1.1349
C  -0.9651  -1.2593  2.0062
C  -1.5876  -2.3947  2.5048
C  -1.1429  -3.6553  2.1369
C  -0.0698  -3.7842  1.2653
C  0.5528  -2.6562  0.7612
H  3.2856  0.9655  -3.9848
H  4.4234  0.7222  -2.1973
H  5.8012  0.1206  -0.5749
H  6.3738  -0.5509  1.7139
H  4.5568  -1.0708  3.3280
H  2.2192  -0.8505  2.6478
H  -1.2318  1.9178  -0.1385
H  -2.2464  3.7069  1.1801
H  -1.2559  4.3710  3.3501
H  0.7608  3.2221  4.1855
H  1.7627  1.3870  2.9050
H  -1.3211  -0.2814  2.3056
H  -2.4209  -2.2891  3.1862
H  -1.6306  -4.5381  2.5267
H  0.2789  -4.7654  0.9736
H  1.3858  -2.7693  0.0754
O  1.0066  2.7382  -1.8451
S  0.4732  3.2414  -3.1643
N  -0.2068  2.2242  -3.9884
F  -6.7905  0.5084  -2.5101
C  -5.5741  -0.0151  -2.5325
C  -5.3969  -1.3779  -2.7222
F  -6.4547  -2.1613  -2.8739
C  -4.1198  -1.9218  -2.7514
F  -3.9807  -3.2293  -2.9361
C  -2.9853  -1.1347  -2.5929
Se  -1.2412  -1.9000  -2.6175
C  -3.2172  0.2146  -2.4008
F  -2.1188  1.0512  -2.2398
C  -4.4622  0.8010  -2.3685
F  -4.5907  2.1109  -2.1838

Cartesian forces (eV/Å) of the 3 atoms listed first:
Y 0.401 0.085 0.138
O -0.043 -0.120 0.102
N 0.128 -0.100 0.224

=====

Entry 3:
Entry from OMol25: an isolated molecule of C15H23N3O4S2 (the ωB97M-V functional and the def2-TZVPD basis).

Calculated values
DFT total energy (eV): -50257.0249
Spin multiplicity: 1
Structure (SMILES): CCN1CCN(S(=O)(=O)c2ccc(S(=O)(=O)NC3CC3)cc2)CC1
F_max (eV Å⁻¹): 1.0

Atoms and positions in Å:
C  -7.1422  -0.5572  -0.5779
C  -6.0028  -0.8454  0.3932
N  -4.7011  -0.6997  -0.2402
C  -3.6499  -1.3459  0.5302
C  -2.3298  -1.2833  -0.2393
N  -1.9725  0.0732  -0.5943
S  -1.2194  0.9274  0.6334
O  -1.6899  0.5743  1.9447
O  -1.2191  2.3117  0.2647
C  0.4456  0.2808  0.4452
C  1.1087  0.5329  -0.7417
C  2.3907  0.0374  -0.9157
C  2.9718  -0.6961  0.1020
S  4.6501  -1.2894  -0.0989
O  4.9377  -1.3856  -1.4991
O  4.8465  -2.4266  0.7501
N  5.4892  -0.0172  0.5768
C  6.1393  0.9253  -0.2813
C  6.6203  2.2297  0.2720
C  7.6098  1.1894  -0.1796
C  2.3103  -0.9491  1.2879
C  1.0266  -0.4541  1.4616
C  -3.0507  0.7608  -1.2748
C  -4.3460  0.6907  -0.4704
H  -6.9887  -1.1150  -1.4974
H  -7.2085  0.5003  -0.8182
H  -8.0862  -0.8626  -0.1339
H  -6.0850  -1.8839  0.7243
H  -6.0938  -0.1999  1.2837
H  -3.9229  -2.3925  0.6856
H  -3.5084  -0.8645  1.5118
H  -1.5193  -1.6940  0.3649
H  -2.4146  -1.8553  -1.1680
H  0.6127  1.1140  -1.5020
H  2.9439  0.1928  -1.8281
H  6.0207  -0.2918  1.3872
H  5.6861  0.8998  -1.2619
H  6.5123  2.3949  1.3324
H  6.4939  3.1191  -0.3247
H  8.1661  1.3619  -1.0873
H  8.1681  0.6633  0.5800
H  2.8035  -1.5382  2.0445
H  0.4666  -0.6198  2.3689
H  -2.7381  1.7960  -1.4083
H  -3.1879  0.2828  -2.2488
H  -5.1442  1.1741  -1.0339
H  -4.1994  1.2344  0.4811

Cartesian forces (eV/Å) of the 3 atoms listed first:
C 0.165 -0.024 0.235
C -0.139 -0.039 -0.185
N 0.052 -0.051 0.022

=====

Entry 4:
Entry from OMol25: a structure of composition C31H30N6OS2SiW (the ωB97M-V functional and the def2-TZVPD basis).

Calculated values
DFT total energy (eV): -74985.3057
Spin multiplicity: 1
F_max (eV Å⁻¹): 3.6
Charge: +2

Atoms and positions in Å:
W  -0.7460  -0.3551  -0.1752
C  3.7586  -1.3725  3.2850
S  1.9797  -1.5908  3.5972
C  1.2321  -0.8400  2.2446
S  -0.5310  -0.8393  2.2477
N  1.9100  -0.3141  1.2730
N  1.2006  0.1296  0.2009
C  1.9396  0.6651  -0.7888
C  1.2749  0.8589  -2.0154
C  1.8752  1.3946  -3.1711
C  1.1397  1.5113  -4.3246
C  -0.2101  1.1237  -4.3139
C  -0.7498  0.6014  -3.1585
N  -0.0393  0.4381  -2.0207
H  4.1798  -0.8583  4.1416
H  3.8721  -0.7821  2.3848
H  4.2173  -2.3504  3.1769
H  2.9891  0.8865  -0.6438
H  2.9120  1.6916  -3.1178
H  1.5927  1.8990  -5.2214
H  -0.8273  1.2330  -5.1911
H  -1.7934  0.2947  -3.1096
O  -2.2323  -1.0874  -0.8540
Si  -3.7291  -1.7187  -1.1688
C  -4.3756  -1.7044  0.6173
C  -3.7678  -0.8453  1.5319
C  -4.1505  -0.8115  2.8600
C  -5.1447  -1.6706  3.3017
C  -5.7595  -2.5312  2.4060
C  -5.3933  -2.5388  1.0708
C  -4.4402  -0.4688  -2.4056
C  -4.4537  0.8881  -2.0732
C  -4.8922  1.8324  -2.9839
C  -5.2933  1.4381  -4.2518
C  -5.2716  0.0965  -4.5997
C  -4.8650  -0.8521  -3.6768
C  -3.4435  -3.4226  -1.9229
C  -2.1739  -3.7755  -2.3814
C  -1.9433  -5.0011  -2.9776
C  -2.9950  -5.8898  -3.1422
C  -4.2654  -5.5493  -2.7039
C  -4.4878  -4.3258  -2.0987
H  -2.9745  -0.1672  1.1749
H  -3.6767  -0.1243  3.5449
H  -5.4316  -1.6687  4.3419
H  -6.5317  -3.2012  2.7465
H  -5.8895  -3.1916  0.3688
H  -4.1246  1.1908  -1.0835
H  -4.9194  2.8777  -2.7144
H  -5.6157  2.1748  -4.9713
H  -5.5651  -0.2070  -5.5930
H  -4.8705  -1.8989  -3.9459
H  -1.3681  -3.0511  -2.2919
H  -0.9514  -5.2558  -3.3256
H  -2.8229  -6.8410  -3.6203
H  -5.0864  -6.2356  -2.8383
H  -5.4814  -4.0531  -1.7779
C  -2.4437  3.8291  0.8309
C  -1.8692  2.5780  0.4938
N  -1.4198  1.5432  0.1837
H  -3.5296  3.7637  0.7195
H  -2.0677  4.6056  0.1610
H  -2.2203  4.1169  1.8612
N  0.2159  -4.4744  0.2402
C  1.3051  -4.2018  -0.5278
C  1.1928  -2.8954  -0.9042
N  0.0424  -2.3710  -0.3643
C  -0.5268  -3.3659  0.3187
H  0.0212  -5.3562  0.6940
H  2.0478  -4.9356  -0.7586
H  1.8522  -2.3054  -1.5151
H  -1.4718  -3.3006  0.8403

Cartesian forces (eV/Å) of the 3 atoms listed first:
W -0.643 -1.489 -0.061
C -0.306 -0.002 0.071
S 0.036 0.051 -0.018

=====

Entry 5:
Entry from OMol25: a structure of composition C18H37GeN2O3Sc (the ωB97M-V functional and the def2-TZVPD basis).

Calculated values
<S²>: 0.758
DFT total energy (eV): -105580.9838
Spin multiplicity: 2
F_max (eV Å⁻¹): 1.4
Charge: +3

Atoms and positions in Å:
Sc  0.4922  -0.0087  -0.2626
C  -0.7357  -3.6113  1.1051
C  -1.2298  -2.1784  1.1494
C  -1.9832  -1.8060  -0.1220
C  -2.0267  -1.8790  2.3939
O  -0.0520  -1.2774  1.1513
Ge  1.9298  -1.8939  1.1421
O  1.5551  -1.5954  -0.8043
C  2.2665  -2.1909  -1.9742
C  1.2798  -3.1033  -2.6676
C  3.4661  -2.9473  -1.4351
C  2.6947  -1.0332  -2.8539
O  2.0635  0.0980  0.9285
C  2.1309  1.0970  2.0344
C  0.7254  1.6590  2.1934
C  3.1136  2.1519  1.5728
C  2.5941  0.3930  3.2920
H  -1.5803  -4.3005  1.0904
H  -0.1403  -3.8123  0.2102
H  -0.1521  -3.8464  1.9983
H  -2.8836  -2.4040  -0.2619
H  -2.3172  -0.7580  -0.0766
H  -1.3600  -1.9777  -1.0109
H  -2.9440  -2.4689  2.4055
H  -1.4589  -2.1280  3.2908
H  -2.3070  -0.8254  2.4396
H  0.9668  -3.9195  -2.0167
H  0.3909  -2.5588  -2.9932
H  1.7419  -3.5416  -3.5531
H  3.1572  -3.7636  -0.7778
H  4.0253  -3.3992  -2.2542
H  4.1532  -2.2858  -0.9015
H  1.8179  -0.5167  -3.2620
H  3.3211  -0.3314  -2.3001
H  3.2711  -1.3952  -3.7052
H  0.3584  2.0991  1.2439
H  0.0231  0.9060  2.5483
H  0.7080  2.4925  2.8950
H  2.8116  2.5746  0.6107
H  3.1546  2.9637  2.2993
H  4.1149  1.7374  1.4645
H  1.8709  -0.3535  3.6327
H  3.5661  -0.0790  3.1413
H  2.7057  1.1146  4.1019
N  0.2610  1.6283  -1.8183
C  0.1532  2.4503  -2.6153
N  0.0279  3.4177  -3.5520
C  1.0202  4.4813  -3.5874
C  0.4410  5.8378  -4.0603
C  -1.0727  5.7810  -4.1764
C  -1.5109  4.6434  -5.0913
C  -1.0528  3.2916  -4.5231
H  1.7662  4.1374  -4.3359
H  1.5256  4.4974  -2.6222
H  0.8845  6.1199  -5.0143
H  0.7758  6.5737  -3.3269
H  -1.4239  6.7218  -4.5997
H  -1.5260  5.6584  -3.1866
H  -1.1225  4.7964  -6.0987
H  -2.5957  4.5735  -5.1828
H  -0.6226  2.6782  -5.3442
H  -1.8354  2.6840  -4.0649

Cartesian forces (eV/Å) of the 3 atoms listed first:
Sc 0.350 -1.114 0.715
C -0.025 -0.064 0.082
C 0.196 0.047 -0.351

=====

Question: Among the records above, which one has the lowest F_max?
Answer: C25H16F5N2O2PSSeY

=====

Copy entry 1 word for word.
Entry from OMol25: an isolated molecule of C4H5FO2 (the ωB97M-V functional and the def2-TZVPD basis).

Calculated values
DFT total energy (eV): -11037.3813
Spin multiplicity: 1
Structure (SMILES): F/C=C1\COCO1
F_max (eV Å⁻¹): 5.2

Atoms and positions in Å:
F  -1.8632  -1.9843  0.4847
C  -1.3850  -1.1846  -0.6465
C  -0.5414  -0.1932  -0.3779
C  0.5133  -0.6454  0.7544
O  1.4686  0.4812  0.5729
C  0.8494  1.5312  -0.1802
O  0.0408  0.7505  -1.1491
H  -2.1989  -0.9413  -1.4391
H  1.0782  -1.7121  0.6649
H  -0.0561  -0.4696  1.7907
H  1.8422  2.0043  -0.6134
H  0.2522  2.3633  0.1386

Cartesian forces (eV/Å) of the 3 atoms listed first:
F 1.439 1.326 -2.602
C -4.415 1.522 -0.245
C 3.595 -3.454 1.336